(1)
This record from OMol25 describes a single C8H18OSi2 molecule. The level of theory is the ωB97M-V functional and the def2-TZVPD basis.

## Properties
ΔE to the lowest compared entry with this formula, charge and spin = 36.6 kcal/mol
Kohn-Sham gap = 10.033 eV
Total charge = 0
E_LUMO = 0.017 Eh

Structure (XYZ):
```
29
Properties=species:S:1:pos:R:3:forces:R:3
O 0.881996 -0.961352 0.655770 -2.41 2.43 -0.73
C -1.115819 1.259369 -1.951108 -0.50 -0.27 -1.50
C -2.001744 -1.921291 0.165999 -2.71 -0.02 1.03
C 0.181473 1.103278 -1.846764 -0.87 0.20 0.63
C -1.997417 -0.633399 0.553316 1.62 -1.24 -1.29
C 1.550534 -1.386510 -2.022106 -0.27 -0.46 0.20
C 2.509076 1.075236 -0.293611 0.17 -1.69 -0.41
C -0.560718 -1.022412 2.921898 -1.61 1.59 1.18
C -0.561749 1.789102 1.277218 1.92 -0.26 -0.99
Si 1.015937 -0.062764 -0.747667 5.70 -1.38 -1.41
Si -0.443761 -0.051791 1.275216 0.10 -2.86 3.59
H -1.803646 0.544807 -1.540142 -0.20 0.16 0.60
H -1.524578 1.873887 -2.717244 -0.44 0.74 -0.42
H -1.359722 -2.721085 0.581270 0.22 0.88 -0.73
H -2.982807 -2.281241 -0.199470 0.74 -0.20 -0.28
H 0.925917 1.645083 -2.440460 -0.41 0.10 0.17
H -2.713055 0.120581 0.348294 -1.25 0.03 -0.50
H 2.622305 -1.478912 -2.224522 -0.05 0.08 0.32
H 1.075711 -1.298705 -2.992087 -0.15 0.43 -0.27
H 1.183835 -2.365408 -1.675311 0.30 0.16 0.18
H 3.370302 0.497372 0.089746 -0.42 0.17 -0.09
H 2.810136 1.512544 -1.222063 0.47 0.37 -0.73
H 2.338357 1.892283 0.360872 -0.36 0.67 0.79
H 0.112421 -1.863821 2.961378 0.43 -0.07 -0.02
H -1.627230 -1.451251 2.973006 1.57 0.81 0.23
H -0.387358 -0.317165 3.803536 -0.25 -1.21 -0.79
H 0.396206 2.270334 1.097982 0.17 0.01 -0.95
H -0.602427 2.129411 2.263807 -1.38 0.45 1.82
H -1.292176 2.103822 0.543247 -0.17 0.39 0.37
```
Positions in Å, forces in eV/Å.

---

(2)
This record from OMol25 describes a molecular structure, C8H19AlBFO4P. The level of theory is the ωB97M-V functional and the def2-TZVPD basis.

## Properties
Kohn-Sham gap = 5.780 eV
Total charge = -1
E_LUMO = 0.093 Eh

Structure (XYZ):
```
35
Properties=species:S:1:pos:R:3:forces:R:3
C -0.855814 0.247907 -0.184110 0.09 0.03 -0.07
C -1.080851 0.964878 -1.531086 0.08 -0.05 0.06
P 0.365804 1.198482 -2.687354 -0.12 0.15 -0.25
C 0.514263 -0.498201 -3.452831 0.05 -0.13 -0.01
C 0.318263 -1.725508 -2.555183 0.00 -0.01 0.00
Al 2.253423 1.551598 -1.243182 0.19 0.09 0.34
B 3.200426 -0.336873 -0.708982 0.06 -0.12 0.00
C 3.977790 -1.237021 -1.771843 -0.09 0.04 -0.13
O 3.164811 -0.863241 0.575530 -0.11 -0.16 0.09
H -1.414199 -0.688421 -0.115258 -0.01 -0.02 -0.02
H -1.164986 0.875961 0.650779 -0.03 0.00 0.00
H 0.201173 0.022931 -0.038035 -0.02 -0.03 0.09
H -1.431339 1.981922 -1.346998 -0.09 -0.02 0.01
H -1.869140 0.463429 -2.101296 -0.06 0.08 0.01
H 1.505421 -0.542910 -3.914746 0.01 0.11 0.01
H -0.198126 -0.541664 -4.282220 0.01 -0.07 -0.03
H 0.687406 -1.545742 -1.545536 0.07 -0.03 -0.01
H 0.838788 -2.604714 -2.946992 -0.01 -0.01 -0.05
H -0.738543 -1.991526 -2.478612 -0.01 0.07 0.10
H 1.640175 2.368973 0.042078 -0.01 -0.04 -0.08
H 3.329468 2.495508 -2.033382 -0.05 -0.08 -0.06
H 4.827967 -0.670407 -2.164575 0.03 -0.02 -0.01
H 3.332890 -1.436255 -2.634535 0.04 -0.02 0.00
H 4.347215 -2.203366 -1.393737 0.01 0.02 0.03
H 3.562221 -1.747851 0.608694 0.00 0.22 -0.02
C -2.075100 1.080154 3.666275 0.06 0.05 0.03
C -2.801729 0.506200 4.868347 0.00 -0.06 -0.10
O -4.117050 0.346706 4.388164 -0.02 -0.18 -0.02
C -4.071465 0.238668 3.020302 0.08 0.07 0.16
O -4.984612 -0.104133 2.351085 0.00 0.05 0.00
O -2.839133 0.557717 2.582042 -0.18 -0.01 -0.13
F -2.812645 1.356541 5.927640 -0.03 0.09 -0.02
H -2.146163 2.169199 3.672578 0.04 0.00 0.04
H -1.039556 0.771011 3.564952 -0.02 -0.06 -0.04
H -2.427053 -0.459951 5.212030 0.04 0.05 0.08
```
Positions in Å, forces in eV/Å.

---

(3)
This record from OMol25 describes a molecular structure, C8H19BBrO5SZn. The level of theory is the ωB97M-V functional and the def2-TZVPD basis.

## Properties
Kohn-Sham gap = 3.628 eV
Total charge = +1
E_LUMO = -0.308 Eh

Structure (XYZ):
```
36
Properties=species:S:1:pos:R:3:forces:R:3
C -1.745598 -2.110671 0.610683 0.09 0.03 0.07
C -1.911989 -1.311541 -0.692117 -0.04 -0.31 0.12
O -1.797696 0.075641 -0.539029 -0.07 0.05 -0.04
C -2.711689 0.717039 0.341555 -0.23 -0.02 0.08
C -2.066503 1.070034 1.671626 -0.18 0.23 0.04
O -0.778743 1.635469 1.513262 0.05 0.08 -0.02
C 0.240044 0.668598 1.522148 -0.11 -0.10 0.08
C 1.609585 1.300256 1.620052 0.09 -0.18 0.41
O 2.338426 1.373801 0.399801 -0.40 0.11 -0.05
C 1.780094 2.102813 -0.634413 1.42 -0.05 0.52
B 1.255487 1.193132 -1.986152 -2.13 1.57 -0.45
Br 1.304848 2.244068 -3.613139 0.25 -0.21 0.27
S 2.487282 -0.349736 -2.050249 1.66 -0.54 -0.43
C 1.597010 -1.535165 -0.905903 -0.65 -0.64 0.94
O 2.342014 -0.938753 -3.334104 -0.81 -0.25 -0.81
O 3.809223 -0.127534 -1.590662 0.50 0.39 0.80
H -2.680573 -2.404625 1.085142 0.01 -0.09 -0.05
H -1.170850 -3.048001 0.382627 -1.31 0.35 -0.03
H -1.148412 -1.569720 1.348030 -0.04 -0.03 -0.11
H -2.852487 -1.598109 -1.174356 0.01 0.09 -0.01
H -1.099397 -1.585244 -1.372551 -0.41 0.01 -0.16
H -3.597167 0.099890 0.533951 0.00 -0.02 -0.11
H -3.054656 1.631652 -0.142888 0.15 -0.05 -0.15
H -2.679461 1.836664 2.149113 -0.04 -0.09 0.06
H -2.031913 0.201435 2.341288 0.11 0.09 0.02
H 0.169394 0.043689 0.628059 0.12 0.05 0.09
H 0.111171 0.025534 2.404129 -0.01 -0.03 0.02
H 1.538673 2.282715 2.094739 -0.05 0.08 -0.17
H 2.213126 0.675718 2.277162 0.21 0.05 -0.13
H 0.916835 2.693912 -0.311866 -0.31 -0.31 -0.25
H 2.562553 2.757129 -1.025849 0.02 -0.14 -0.21
H 0.154424 0.754538 -1.856783 0.25 -0.36 0.05
H 0.553207 -1.257641 -1.011977 0.19 -0.06 0.01
H 1.820194 -2.520408 -1.333115 0.26 0.26 -0.25
H 1.965943 -1.422079 0.111102 0.25 0.27 -0.12
Zn 0.557601 -3.604501 0.540682 1.11 -0.23 -0.03
```
Positions in Å, forces in eV/Å.

---

(4)
This record from OMol25 describes a molecular structure, C8H19BF4O4PtSi2. The level of theory is the ωB97M-V functional and the def2-TZVPD basis.

## Properties
Kohn-Sham gap = 1.973 eV
Total charge = +2
E_LUMO = -0.471 Eh

Structure (XYZ):
```
39
Properties=species:S:1:pos:R:3:forces:R:3
C 4.275990 -2.179695 1.333997 0.40 0.40 -0.49
C 4.547664 -1.030703 0.252954 -0.21 -1.10 0.92
O 3.266441 -0.425982 -0.049311 1.42 1.39 -0.89
C 3.410349 0.733970 -0.893367 -1.26 -1.06 -0.28
C 2.321978 1.808732 -0.369610 1.26 1.60 0.68
O 1.274355 2.082708 -1.299572 -0.21 -1.93 0.86
C 0.379488 0.974883 -1.462814 0.25 0.03 -1.71
Si -1.170395 1.032714 -0.329083 0.00 -0.66 -0.70
O -2.341168 -0.040398 -1.079628 -0.61 0.77 2.54
Si -3.495046 -0.614242 0.045785 3.19 0.75 -0.70
B -3.347486 -2.540493 0.451055 -0.06 -3.97 1.66
C -3.185224 -3.718062 -0.632878 -0.66 -0.28 0.39
O -3.417766 -2.922236 1.825802 0.79 2.36 -2.71
C -1.822473 2.826798 -0.136553 -1.38 1.12 -0.48
F -3.228331 2.885807 0.094245 2.01 -0.47 -0.34
F -1.638115 3.490746 -1.375049 0.06 -0.82 2.04
C -1.162249 3.660081 1.049326 -0.76 1.24 0.95
F 0.110367 3.213696 1.404094 -1.67 0.30 -0.97
F -1.952729 3.566971 2.211227 1.29 -0.27 -2.06
H 4.983213 -2.014511 2.203905 -0.76 -0.60 -1.13
H 3.228791 -2.159241 1.754414 1.08 0.26 -0.66
H 4.414529 -3.171451 0.816984 0.05 0.94 0.91
H 5.280757 -0.271870 0.691850 -0.98 -0.73 -0.80
H 4.942631 -1.446300 -0.738606 -0.24 0.53 1.37
H 4.463530 1.130173 -0.942407 -1.17 -0.38 0.24
H 3.050730 0.417099 -1.935370 0.54 0.59 1.10
H 1.964514 1.515640 0.664934 0.15 -0.06 -1.36
H 2.885011 2.792804 -0.231240 -0.90 -1.20 -0.36
H -0.010185 1.017426 -2.537461 0.40 0.08 1.31
H 0.849366 -0.046807 -1.327017 -0.22 1.14 0.07
H -0.733399 0.539813 0.990693 -0.45 -0.18 0.10
H -4.845252 -0.453524 -0.625958 -2.36 -0.01 -1.42
H -3.541074 0.153174 1.292562 -0.23 0.52 -0.06
H -2.129452 -4.147030 -0.579964 -1.27 0.60 -0.31
H -3.872881 -4.568251 -0.287171 0.92 1.01 -0.34
H -3.499477 -3.454333 -1.685415 0.71 -0.25 0.97
H -3.180929 -2.124360 2.350676 -0.52 -0.87 0.34
H -1.166865 4.750703 0.724158 0.41 -1.32 0.52
Pt -5.909205 -1.264453 -1.640188 0.97 0.52 0.76
```
Positions in Å, forces in eV/Å.